1.
Formula: C3H7N3S
Source: the Open Molecules 2025 dataset
Level of theory: ωB97M-V/def2-TZVPD

- Relative energy (zero: lowest compared OMol25 entry of this formula, charge and spin): 94.8 kcal per mole
- M: 117.2 g mol⁻¹
- Kohn-Sham gap: 9.294 eV
- SMILES: [H]/N=C/NC/C=N\S
- Calculated total energy: -18526.3589 eV

Last column: Mulliken charge in e.
Positions of all 14 atoms, in Å:
1 H -3.8246 -0.8763 -1.1121  0.27
2 N -3.2124 -0.7461 -0.1967  -0.54
3 C -2.1043 -0.2492 -0.4505  -0.04
4 N -1.1003 -0.1452 0.6249  -0.20
5 C -0.4369 1.1016 0.7459  -0.86
6 C 0.6564 1.3526 -0.3876  0.16
7 N 1.7322 0.6018 -0.5879  -0.45
8 S 2.1848 -0.9013 -0.0205  -0.08
9 H -1.9209 0.4270 -1.3032  0.31
10 H -0.9655 -0.8532 1.6395  0.34
11 H 0.2210 1.2250 1.5926  0.38
12 H -1.1147 2.0370 0.8988  0.27
13 H 0.4470 2.3123 -0.9423  0.35
14 H 1.5741 -1.0546 1.2251  0.09

2.
Formula: C54H130As2F21N7O20
Source: the Open Molecules 2025 dataset
Level of theory: ωB97M-V/def2-TZVPD

- Net charge: +2
- M: 1746.5 g mol⁻¹
- Kohn-Sham gap: 6.457 eV
- Calculated total energy: -288213.3077 eV

Last column: Mulliken charge in e.
Positions of all 234 atoms, in Å:
1 C 5.2398 0.3678 -6.1395  -0.69
2 O 3.9285 0.8968 -5.9812  -0.54
3 C 3.1431 0.1184 -5.0220  -0.91
4 C 1.7797 0.5907 -5.1358  0.31
5 N 1.5230 0.6274 -6.5725  0.10
6 H 2.4841 0.9168 -6.8929  0.58
7 H 1.4566 -0.3578 -6.9382  0.54
8 C 0.3841 1.3350 -7.1643  -0.82
9 C -0.7843 0.5156 -6.8394  0.25
10 O -0.6117 -0.6706 -7.5558  -0.48
11 C -1.7331 -1.5526 -7.2362  -0.47
12 H 5.6721 0.8953 -6.9670  0.34
13 H 5.2398 -0.7164 -6.2711  0.32
14 H 5.9190 0.6505 -5.2999  0.22
15 H 3.5891 0.2165 -4.0207  0.43
16 H 3.2617 -0.9390 -5.3302  0.42
17 H 1.6901 1.5621 -4.7458  -0.93
18 H 1.1430 -0.1109 -4.5415  0.30
19 H 0.5121 1.2987 -8.2557  0.39
20 H 0.2608 2.3677 -6.8096  0.35
21 H -1.7262 1.0213 -7.1120  0.53
22 H -0.6932 0.2929 -5.7687  -0.18
23 H -2.4997 -1.3339 -7.9748  0.30
24 H -2.1643 -1.3047 -6.2674  0.01
25 H -1.3538 -2.5569 -7.3686  0.33
26 C -4.5444 4.3343 -2.0364  -0.91
27 O -3.6788 3.3138 -1.8568  -0.02
28 C -4.1761 2.2396 -1.0010  0.53
29 C -4.7211 0.9939 -1.7731  -1.43
30 N -3.6657 0.3647 -2.6131  0.95
31 H -3.2810 0.9778 -3.3167  -0.31
32 H -1.9403 0.0359 -2.1029  -0.21
33 C -3.9625 -0.9333 -3.1436  -0.46
34 C -4.9351 -0.9438 -4.3467  -1.27
35 O -4.5760 0.1385 -5.1487  0.01
36 C -5.5915 0.3751 -6.1169  -1.04
37 H -5.3084 4.0816 -2.8331  0.24
38 H -3.9919 5.2353 -2.3861  0.26
39 H -5.1493 4.6193 -1.1363  0.25
40 H -4.9801 2.6365 -0.3835  0.76
41 H -3.3056 1.8923 -0.3517  -0.97
42 H -5.6224 1.0591 -2.3462  0.35
43 H -4.8833 0.2299 -1.0047  0.32
44 H -4.3864 -1.6075 -2.3646  0.02
45 H -3.0541 -1.4613 -3.3684  0.38
46 H -5.9811 -0.8290 -4.0218  0.55
47 H -4.8147 -1.9481 -4.8419  0.42
48 H -5.8803 -0.4635 -6.7208  0.37
49 H -5.3479 1.2494 -6.7180  0.25
50 H -6.4729 0.7398 -5.5690  0.37
51 C -3.9182 3.9301 7.6378  -0.92
52 O -3.3659 3.8588 6.3742  -0.07
53 C -2.3830 2.8643 6.3566  -1.28
54 C -1.7110 3.0431 5.0185  1.36
55 N -1.0445 4.3504 4.9334  0.60
56 H -1.3423 5.1857 3.4219  -0.22
57 H -1.5142 4.9836 5.5496  0.35
58 C 0.3896 4.4577 5.1434  -0.39
59 C 0.8156 5.8625 4.7869  -0.83
60 O 0.0377 6.6356 5.6460  -0.31
61 C 0.2235 8.0513 5.5967  -0.80
62 H -4.4332 4.8608 7.6256  0.28
63 H -3.0737 4.1407 8.3797  0.33
64 H -4.5831 3.0750 7.8542  0.28
65 H -2.8372 1.9416 6.5452  0.69
66 H -1.5115 3.0662 7.0379  0.36
67 H -2.4614 2.8770 4.2616  -0.28
68 H -1.0253 2.1209 4.8650  -1.17
69 H 0.8050 3.5290 4.7448  0.40
70 H 0.7672 4.3294 6.1894  0.07
71 H 0.6787 6.1641 3.7802  0.26
72 H 1.8537 6.0805 5.0290  0.53
73 H 1.2700 8.2931 5.4398  0.36
74 H -0.0048 8.4469 6.5650  0.27
75 H -0.2988 8.5062 4.7774  0.25
76 C 5.8711 -0.8869 3.1884  -0.81
77 O 6.0266 -0.7131 1.7654  -0.23
78 C 6.2511 0.6291 1.4811  -0.58
79 C 6.4838 0.6779 -0.0055  -0.54
80 N 7.1172 -0.6333 -0.5735  0.13
81 H 6.4526 -1.4007 -0.3364  0.14
82 H 7.1666 -0.6106 -1.6004  0.38
83 C 8.5213 -0.9728 -0.0766  -0.65
84 C 9.1155 -2.0076 -0.9941  -0.41
85 O 9.1246 -1.3637 -2.2595  -0.35
86 C 9.8063 -1.9503 -3.2996  -0.74
87 H 6.5662 -0.1739 3.6936  0.34
88 H 6.1240 -1.9152 3.3740  0.28
89 H 4.8711 -0.6130 3.5409  0.28
90 H 7.0280 1.0707 2.0829  0.54
91 H 5.3461 1.2523 1.6575  0.33
92 H 7.3012 1.3946 -0.2619  0.35
93 H 5.5752 1.0230 -0.5360  0.25
94 H 8.2192 -1.1817 0.9492  0.37
95 H 9.0665 -0.0817 -0.1895  0.35
96 H 8.4022 -2.8545 -1.0411  0.22
97 H 10.1641 -2.3418 -0.7180  0.50
98 H 10.6858 -2.5136 -2.9840  0.34
99 H 10.0660 -1.2196 -4.0681  0.26
100 H 9.2001 -2.6961 -3.8453  0.24
101 C -2.0224 3.4266 -5.0261  -1.05
102 O -1.1185 2.7372 -4.1356  0.60
103 C 0.0379 3.5224 -3.7910  -1.05
104 C 0.5049 3.1496 -2.4326  -0.24
105 N -0.5885 3.4112 -1.3823  1.86
106 H -1.4920 3.2279 -1.8822  -0.60
107 H -0.5753 2.6251 -0.6262  -0.06
108 C -0.5155 4.8104 -0.6699  -0.38
109 C -0.3490 5.9811 -1.5270  -0.95
110 O 0.8260 5.8093 -2.2642  -0.21
111 C 1.6659 6.8856 -2.6699  -0.89
112 H -1.5069 3.8223 -5.8846  0.55
113 H -2.6753 4.1914 -4.5662  0.21
114 H -2.6964 2.6425 -5.4254  0.05
115 H -0.0048 4.6305 -3.9310  0.50
116 H 0.8897 3.2615 -4.4244  0.51
117 H 1.4010 3.6917 -2.1903  0.62
118 H 0.7381 2.0582 -2.2915  -0.48
119 H 0.3560 4.8000 -0.0127  0.31
120 H -1.3845 4.9604 -0.0601  0.51
121 H -0.2852 6.7834 -0.7555  0.65
122 H -1.2127 6.1464 -2.2474  0.18
123 H 1.1814 7.8383 -2.9509  0.35
124 H 2.2395 6.4854 -3.5379  0.24
125 H 2.3859 7.0904 -1.8876  0.31
126 C 1.0397 -7.0729 -2.8024  -0.85
127 O -0.2689 -6.8176 -2.3065  -0.22
128 C -0.7581 -5.6542 -2.8328  -1.00
129 C -2.2164 -5.6521 -2.5191  0.59
130 N -2.8382 -6.9653 -2.7284  -0.08
131 H -2.5871 -7.3909 -3.5849  0.41
132 H -2.4940 -7.6654 -1.9687  0.53
133 C -4.2811 -7.0329 -2.5080  -0.74
134 C -4.5850 -7.0125 -1.0199  -0.17
135 O -3.5713 -7.6883 -0.4314  -0.31
136 C -3.8712 -8.5287 0.6548  -0.91
137 H 1.4124 -7.9517 -2.2951  0.28
138 H 1.7531 -6.2973 -2.5670  0.30
139 H 1.1136 -7.3173 -3.8769  0.34
140 H -0.5665 -5.7393 -3.9393  0.49
141 H -0.2871 -4.7998 -2.4194  0.53
142 H -2.7193 -4.9799 -3.1794  0.57
143 H -2.4004 -5.3574 -1.4806  -0.73
144 H -4.5112 -8.0196 -2.9458  0.36
145 H -4.7603 -6.2744 -3.1619  0.36
146 H -5.5424 -7.5641 -0.7908  0.58
147 H -4.6199 -6.0269 -0.6558  -0.06
148 H -4.0791 -7.9818 1.5408  0.32
149 H -3.0703 -9.1933 0.8126  0.34
150 H -4.8068 -9.1414 0.5506  0.37
151 C -1.1946 -8.4008 3.4605  -0.87
152 O -0.9446 -7.1425 4.0046  -0.40
153 C -1.7754 -6.2092 3.3580  -0.06
154 C -1.2677 -4.7435 3.5769  -0.23
155 N 0.1335 -4.5200 3.1439  0.25
156 H 0.4579 -3.6611 3.6183  -0.01
157 H 0.7710 -5.2984 3.3135  0.50
158 C 0.2420 -4.2614 1.6664  -0.92
159 C 1.6676 -4.0820 1.2249  -0.21
160 O 2.2635 -5.2695 1.6710  -0.56
161 C 3.6516 -5.2658 1.3316  -0.87
162 H -2.2133 -8.7178 3.7039  0.35
163 H -0.7021 -9.1831 3.9971  0.40
164 H -1.1160 -8.4886 2.3859  0.26
165 H -2.8182 -6.2598 3.7432  0.55
166 H -1.9171 -6.3674 2.3127  -0.26
167 H -1.2374 -4.5084 4.6296  0.53
168 H -1.9267 -4.0896 3.0364  0.05
169 H -0.3610 -3.3893 1.5008  0.36
170 H -0.2105 -5.1340 1.2306  0.31
171 H 2.0672 -3.2040 1.7903  0.33
172 H 1.7381 -4.0129 0.1343  0.46
173 H 4.1022 -6.1108 1.7525  0.39
174 H 4.1823 -4.3857 1.6148  0.30
175 H 3.9075 -5.4099 0.2673  0.29
176 C 1.2599 0.2837 5.0740  0.46
177 O 2.3499 0.6288 6.0599  -0.28
178 O 1.4312 0.6153 3.8493  -0.62
179 C 0.9557 -1.2769 5.2645  1.03
180 F -0.3089 -1.5908 4.7392  -0.35
181 F 1.7642 -2.1124 4.5573  -0.33
182 F 0.8938 -1.7603 6.5146  -0.32
183 C 2.0810 1.2407 7.3379  0.21
184 C 2.9359 0.6745 8.4203  -1.50
185 H 2.8718 -0.3985 8.4961  0.35
186 H 3.9785 0.8985 8.3740  0.32
187 H 2.5907 0.9677 9.4132  0.39
188 H 1.0229 1.1661 7.5483  0.22
189 H 2.3283 2.3560 7.2899  0.11
190 H 0.2528 0.5326 5.4747  -0.49
191 C -2.7984 6.3225 2.7199  -0.21
192 O -2.7672 7.2487 3.7060  0.07
193 O -1.6664 5.6313 2.5612  -0.07
194 C -3.8811 5.2778 3.0376  0.68
195 F -4.1975 5.0048 4.2303  -0.23
196 F -5.0508 5.7396 2.4490  -0.35
197 F -3.6189 4.0585 2.4344  -0.21
198 C -3.8275 8.1931 3.7746  -0.34
199 C -3.5335 8.9285 5.0611  -1.08
200 H -2.8316 9.7543 4.9820  0.30
201 H -4.3889 9.4268 5.5694  0.34
202 H -3.1374 8.2183 5.7026  0.30
203 H -4.8266 7.7151 3.6791  0.33
204 H -3.7827 8.8728 2.9378  0.27
205 H -2.9835 6.7416 1.6729  0.16
206 C -0.5795 -0.1064 -0.6843  0.89
207 O -0.8186 1.0159 0.0577  0.30
208 O -0.9408 0.0378 -2.0367  0.57
209 C 0.9102 -0.6531 -0.6918  -0.12
210 F 1.2094 -1.3523 0.3460  -0.14
211 F 1.2012 -1.4492 -1.7294  -0.20
212 F 1.8498 0.3302 -0.7041  -0.35
213 C -0.6275 0.8042 1.4984  -0.60
214 C -2.0379 0.4893 2.0574  0.17
215 H -2.7551 1.1354 1.4855  -0.46
216 H -2.3951 -0.5039 2.0283  0.02
217 H -2.0785 0.8235 3.1315  0.14
218 H -0.1920 1.6762 1.8993  0.40
219 H 0.1325 -0.0062 1.6153  0.00
220 H -1.1016 -0.9673 -0.1939  -0.56
221 As 4.9525 -2.9180 -2.8994  1.94
222 F 4.8711 -1.2282 -2.5238  -0.39
223 F 4.7321 -2.5177 -4.6209  -0.50
224 F 5.1550 -4.5827 -3.4165  -0.48
225 F 5.1301 -3.2643 -1.2035  -0.52
226 F 3.2060 -3.1966 -2.9194  -0.48
227 F 6.6712 -2.6652 -3.0906  -0.47
228 As -3.8414 -3.2508 0.4866  1.85
229 F -5.0291 -2.0420 0.7679  -0.49
230 F -3.1703 -2.9300 2.0324  -0.45
231 F -2.5524 -4.6158 0.1283  -0.82
232 F -4.5766 -3.5644 -1.0649  -0.53
233 F -2.6990 -2.1304 -0.1906  -0.36
234 F -4.8197 -4.5077 1.2722  -0.53

3.
Formula: CH5O2
Source: the Open Molecules 2025 dataset
Level of theory: ωB97M-V/def2-TZVPD

- Relative energy (zero: lowest compared OMol25 entry of this formula, charge and spin): 3.1 kcal per mole
- Net charge: -1
- M: 49.0 g mol⁻¹
- Kohn-Sham gap: 8.129 eV
- Calculated total energy: -5212.8086 eV

Last column: Mulliken charge in e.
Positions of all 8 atoms, in Å:
1 C 0.6776 -1.2802 -0.3635  -0.60
2 O -0.2965 -0.3364 -0.5919  -0.72
3 H 0.8043 -1.4850 0.7285  0.20
4 H 0.4626 -2.3019 -0.7247  0.20
5 H 1.6598 -0.9389 -0.7313  0.19
6 H -1.3214 1.5820 0.8838  0.21
7 H -0.3086 0.5592 0.1973  0.43
8 O -0.3553 1.5598 0.8378  -0.91

4.
Formula: C28H43N6O4SSiZn
Source: the Open Molecules 2025 dataset
Level of theory: ωB97M-V/def2-TZVPD

- Relative energy (zero: lowest compared OMol25 entry of this formula, charge and spin): 0.0 kcal per mole
- Net charge: +1
- M: 653.2 g mol⁻¹
- Kohn-Sham gap: 7.837 eV
- Calculated total energy: -114000.1586 eV

Last column: Mulliken charge in e.
Positions of all 84 atoms, in Å:
1 Zn -0.4039 0.7758 0.6098  -0.07
2 C 1.3705 -0.2781 -2.1610  -1.64
3 C 2.3319 -0.0613 -1.0050  1.37
4 C 3.0412 1.2793 -1.1266  -1.20
5 C 3.3448 -1.1920 -0.9298  -1.43
6 O 1.4878 -0.0716 0.1908  1.20
7 Si 1.9145 -0.0656 1.8398  -0.21
8 S -0.0174 -0.0592 2.6648  -0.82
9 O 2.8564 -1.3088 2.2630  0.41
10 C 2.6644 -2.6667 2.7166  1.69
11 C 2.3395 -2.6275 4.2023  -1.54
12 C 3.9888 -3.3682 2.4653  -1.70
13 C 1.5450 -3.3399 1.9315  -1.43
14 O 2.7583 1.3059 2.0127  0.23
15 C 3.5877 1.8091 3.0847  1.53
16 C 2.8986 1.5662 4.4201  -1.37
17 C 4.9379 1.1064 3.0321  -1.46
18 C 3.7451 3.2954 2.8159  -1.70
19 H 1.9050 -0.2710 -3.1105  0.43
20 H 0.6163 0.5148 -2.1918  0.17
21 H 0.8603 -1.2376 -2.0589  0.32
22 H 3.5486 1.3349 -2.0902  0.53
23 H 3.7790 1.4041 -0.3352  0.15
24 H 2.3324 2.1054 -1.0551  0.11
25 H 3.9733 -1.1707 -1.8207  0.54
26 H 2.8473 -2.1613 -0.8822  0.28
27 H 3.9878 -1.0897 -0.0558  0.19
28 H 3.1776 -2.2082 4.7609  0.34
29 H 2.1470 -3.6346 4.5748  0.47
30 H 1.4555 -2.0152 4.3851  0.28
31 H 4.7926 -2.8533 2.9917  0.34
32 H 4.2217 -3.3774 1.3995  0.37
33 H 3.9455 -4.3982 2.8211  0.42
34 H 0.5840 -2.8811 2.1721  0.20
35 H 1.4997 -4.3996 2.1843  0.62
36 H 1.7254 -3.2501 0.8588  0.10
37 H 2.7356 0.4982 4.5847  0.15
38 H 1.9299 2.0671 4.4527  0.28
39 H 3.5154 1.9448 5.2356  0.52
40 H 4.8125 0.0286 3.1291  0.11
41 H 5.5772 1.4595 3.8421  0.52
42 H 5.4373 1.3146 2.0840  0.32
43 H 2.7781 3.7995 2.8647  0.31
44 H 4.1691 3.4548 1.8235  0.32
45 H 4.4097 3.7465 3.5532  0.44
46 N 0.0456 7.7507 -0.9895  0.03
47 C 0.0251 9.0763 -0.6054  0.72
48 C 0.0828 10.2660 -1.3300  -1.05
49 C 0.0324 11.4310 -0.5967  -0.41
50 C -0.0719 11.4193 0.8086  -0.48
51 C -0.1271 10.2397 1.5147  -0.76
52 C -0.0765 9.0466 0.7885  0.56
53 N -0.1182 7.7368 1.2366  -0.60
54 C -0.0438 7.0091 0.1589  -0.30
55 C -0.0686 5.5413 0.1813  1.20
56 C 0.0059 4.7614 -0.9694  -0.64
57 C -0.0469 3.3895 -0.8572  -0.57
58 N -0.1581 2.7676 0.3197  0.13
59 C -0.2280 3.5154 1.4331  -0.68
60 C -0.1860 4.8904 1.4054  -0.54
61 H 0.1090 7.4079 -1.9306  0.17
62 H 0.1607 10.2793 -2.4088  0.38
63 H 0.0736 12.3812 -1.1119  0.39
64 H -0.1109 12.3620 1.3371  0.39
65 H -0.2088 10.2216 2.5928  0.44
66 H 0.1010 5.1967 -1.9542  0.33
67 H -0.0095 2.7641 -1.7398  0.46
68 H -0.3134 2.9712 2.3660  0.49
69 H -0.2437 5.4714 2.3146  0.59
70 C -4.6233 -2.5895 -0.2834  -1.06
71 N -3.8264 -1.3785 -0.3092  0.06
72 C -4.3052 -0.1064 -0.8250  -0.43
73 C -3.0663 0.7685 -0.6927  0.21
74 O -2.9894 1.9403 -0.9437  -0.61
75 N -2.0261 -0.0371 -0.2301  -0.10
76 C -2.5324 -1.2604 -0.0105  0.72
77 N -1.7781 -2.2564 0.4503  -0.28
78 H -5.6561 -2.3219 -0.0727  0.34
79 H -4.2896 -3.2537 0.5116  0.39
80 H -4.5805 -3.1193 -1.2361  0.32
81 H -5.1290 0.2927 -0.2329  0.36
82 H -4.6164 -0.1748 -1.8690  0.32
83 H -0.8823 -2.0112 0.8520  -0.43
84 H -2.1909 -3.1251 0.7401  0.25

Respective HOMO level values: -8.732, -9.893, -3.311, -10.520 eV.